# 1
C5H4BrN | ωB97M-V/def2-TZVPD

```
11
Properties=species:S:1:pos:R:3:forces:R:3:lowdin_charge:R:1
C 0.14538 -1.37577 -0.89837 0.12 0.63 -0.02 -0.281
C -0.45802 0.68079 -1.92980 1.66 1.01 2.47 0.063
C 0.81699 -0.05859 2.29239 0.14 -0.60 0.36 -0.006
C 0.39974 -0.04789 -1.20209 -0.71 0.84 -2.11 -0.191
C -0.32880 0.28126 2.33137 -1.01 1.00 0.49 -0.727
N -0.17201 -2.43805 -0.68268 -0.56 -2.60 0.60 0.170
Br -1.93697 1.08530 2.70018 0.77 -0.54 -0.46 0.718
H -0.13708 1.72395 -1.88492 -0.57 -0.07 -1.15 0.076
H -1.44840 0.37343 -2.06987 -1.24 -0.24 -0.60 0.058
H 1.37552 0.32513 -1.13564 1.28 0.43 0.83 0.086
H 1.74365 -0.54955 2.47941 0.12 0.13 -0.39 0.034
```
Forces are in eV/Å.

## Properties
Structure (SMILES) ... C=CC#N.C#CBr
Highest occupied orbital energy ... -10.193 eV
2S+1 ... 1
Relative energy (zero: lowest compared OMol25 entry of this formula, charge and spin) ... 176.7 kJ/mol
Frontier orbital gap ... 0.386 Ha


# 2
C5H4BrN3O | ωB97M-V/def2-TZVPD

```
14
Properties=species:S:1:pos:R:3:forces:R:3:lowdin_charge:R:1
C -2.86294 2.60839 -0.07002 0.66 0.15 -0.34 -0.275
C -2.86535 1.31535 -0.47559 -0.72 -3.06 -0.34 0.002
C -2.91773 0.12292 -0.78762 0.80 3.16 0.89 -0.052
C -2.70362 -2.37077 -1.09022 0.05 2.10 -0.38 -0.445
C -0.37369 -1.58448 -0.36120 3.60 -0.43 -1.26 -0.091
N -2.57933 3.70503 0.11911 -0.27 0.82 0.46 0.164
N -2.67844 -0.99447 -1.39457 -0.13 -1.90 -0.94 0.104
N -1.39752 -1.92612 -1.30574 -1.11 -0.07 0.30 0.061
O -3.51638 -3.20472 -0.99883 0.23 -1.02 0.52 0.201
Br 1.05371 2.83414 -0.35283 0.17 -0.24 -0.18 0.298
H 0.16216 -0.67721 -0.86730 -0.78 -1.63 1.18 0.111
H -0.49600 -1.38910 0.70397 -1.01 0.05 -0.11 0.079
H 0.37225 -2.49862 -0.41758 -1.30 1.85 0.02 0.128
H 2.01764 2.04945 -1.06413 -0.20 0.21 0.17 -0.284
```
Forces are in eV/Å.

## Properties
Structure (SMILES) ... CN1C(=O)N1C#CC#N.Br
Highest occupied orbital energy ... -9.426 eV
2S+1 ... 1
Relative energy (zero: lowest compared OMol25 entry of this formula, charge and spin) ... 344.5 kJ/mol
Frontier orbital gap ... 0.325 Ha


# 3
C5H4Cl2CuF9O9S3 | ωB97M-V/def2-TZVPD

```
33
Properties=species:S:1:pos:R:3:forces:R:3:lowdin_charge:R:1
Cu -0.06023 0.02997 -0.30462 -1.88 -0.46 -0.18 0.639
C -2.81671 -3.57907 -0.64301 0.77 0.64 0.04 -0.648
F -3.12184 -4.87574 -0.54407 0.10 0.20 0.08 0.130
F -2.43545 -3.33621 -1.91485 -0.31 -0.20 0.24 0.103
F -3.91174 -2.86247 -0.36764 -0.01 -0.22 -0.25 0.119
S -1.44784 -3.05794 0.52904 0.70 -0.75 0.79 0.528
O -0.35133 -3.97945 0.30002 -0.70 0.52 -0.29 -0.302
O -1.14813 -1.67026 0.11030 -0.12 0.21 -0.56 -0.361
O -2.08965 -3.13190 1.81415 -0.04 0.04 -0.42 -0.283
C -3.24944 0.15897 -2.90277 0.96 -0.17 0.68 -0.684
F -3.22640 -0.28099 -4.14627 -0.10 -0.04 -0.54 0.158
F -4.19940 1.06234 -2.74583 -0.19 0.43 -0.27 0.161
F -3.50658 -0.84320 -2.08986 0.09 -0.23 0.16 0.158
S -1.60947 0.97333 -2.47665 0.88 2.01 1.36 0.581
O -0.49117 -0.00731 -2.33019 0.28 -0.79 -0.67 -0.346
O -1.45271 2.01765 -3.46513 -0.15 -1.38 0.17 -0.272
O -1.75461 1.44251 -1.09648 -0.70 0.14 0.02 -0.318
C 0.99659 1.34808 3.52136 -0.54 -0.21 -0.28 -0.678
F 1.63754 0.72917 4.49862 0.29 -0.11 0.14 0.153
F 0.03972 2.10178 4.05001 -0.08 0.23 0.16 0.147
F 1.85105 2.14250 2.88027 0.25 0.19 -0.17 0.123
S 0.18442 0.11978 2.40718 -1.92 -1.67 -0.45 0.536
O 1.16051 -0.42053 1.46269 1.51 -0.25 0.41 -0.362
O -0.44123 -0.80148 3.31618 0.82 0.86 -0.11 -0.238
O -0.74663 0.85390 1.52617 0.17 0.81 0.39 -0.331
Cl 6.19304 2.24128 0.02305 -0.30 0.14 -0.09 0.530
C 4.59677 1.60959 -0.50798 -0.24 -0.39 0.82 -0.641
C 3.44939 2.36445 0.14960 0.69 0.31 0.07 -0.602
Cl 1.91351 1.80667 -0.54619 -0.26 0.33 -0.64 0.727
H 4.54634 0.60054 -0.10402 0.12 -0.16 -0.46 0.071
H 4.55271 1.62137 -1.58947 0.01 0.04 -0.04 0.067
H 3.51228 3.43512 -0.03283 -0.11 -0.03 -0.07 0.076
H 3.42668 2.18754 1.21924 -0.01 -0.06 -0.02 0.059
```
Forces are in eV/Å.

## Properties
Highest occupied orbital energy (alpha / beta) ... -7.084 / -7.062 eV
2S+1 ... 2
Relative energy (zero: lowest compared OMol25 entry of this formula, charge and spin) ... 83.4 kJ/mol
Frontier orbital gap (alpha / beta) ... 0.342 / 0.247 Ha
Expectation value of S² ... 0.7518
Total charge ... -1


Look up the 2S+1 of the third one. 2


Which value of relative energy (zero: lowest compared OMol25 entry of this formula, charge and spin) does entry 3 give? 83.4 kJ/mol


What is the 2S+1 in the third record? 2


What is the 2S+1 in the second record? 1